Entry 1:
C29H40BF2N7O4S3Sr as an isolated structure in a non-equilibrium geometry, computed with ωB97M-V/def2-TZVPD.

For the energy above the lowest of the compared OMol25 structures with the same formula, charge and spin, the calculation gives 0.0 kcal/mol.

ORCA input file:
```
! RIJCOSX wB97M-V def2-TZVPD def2/J DEFGRID3
* xyz 0 1
F 0.7811 4.5338 1.3695
S 2.6117 -0.0323 0.6577
C -4.5294 -2.8208 -2.3576
H -3.2386 0.3818 -2.5037
N 0.6275 -1.7190 2.4818
H 0.0697 -3.6085 1.4677
O 0.8654 2.3495 -2.2545
O -2.8646 0.9584 0.2288
C 0.1326 3.0171 -2.9454
C 1.5169 2.0608 4.2138
H 5.0890 -0.3888 -0.1102
C -3.2269 -2.3395 0.0953
C -2.5698 -2.0068 -3.5977
H -3.7990 5.5248 -3.0590
C -1.2801 3.3540 -2.5589
C -2.9599 2.9250 -1.0918
S -0.2066 -0.8864 -1.9160
H -4.1213 -3.8078 -2.1406
C -2.2525 -2.4191 1.0144
H -1.1651 4.4374 1.1336
H 5.1612 -3.2207 -2.5655
N -1.0701 -2.0185 0.4319
F -0.2855 4.9634 -0.5455
Sr 0.0407 1.4680 -0.1326
C 1.6553 -2.2883 3.2049
H -2.2883 -2.7306 2.0418
H 2.7105 -1.5595 4.9818
H -4.9814 -2.8461 -3.3481
C -0.2858 4.0484 0.5868
C 2.6547 -3.3043 -1.4723
O -4.5144 2.4284 0.6346
H -4.6037 -0.1539 -1.5016
C -3.2290 4.7057 -2.6431
C 1.6277 -3.5604 -0.6439
H 1.4237 3.2933 -4.2596
C 4.2475 -1.3579 -1.8681
H -4.2695 -2.5642 0.1788
H -4.6950 -0.2848 -3.2653
B 0.2581 -2.4496 1.1614
C -3.4222 -1.7603 -2.3547
H -0.3496 0.0760 6.3799
C -3.4206 1.9972 -0.0055
H -4.6864 4.1870 -1.1349
O 0.4911 3.5245 -4.1208
H 4.4886 0.3402 -3.1515
N 1.4667 -2.4783 0.1916
H 6.2053 -0.5897 -1.4717
H 2.4255 1.8882 3.6338
C -3.7266 3.9695 -1.5788
C 1.9629 -1.4656 4.2206
H 1.6960 2.8943 4.8943
H -0.0638 1.8205 6.4596
H 4.0026 -2.5077 -3.7107
H -5.3281 -2.6100 -1.6486
C 5.3955 -1.0571 -0.9090
N 3.1440 -2.0515 -1.1377
H -4.7011 1.7745 1.3283
C -1.3272 -1.6502 -0.8445
C 0.2922 -0.5481 3.0644
H -3.2552 -2.0395 -4.4463
H 5.7742 -1.9820 -0.4707
C 3.7015 -0.0952 -2.5336
H -2.0461 -2.9621 -3.5409
H 0.9901 -4.4210 -0.5698
H 3.2668 0.5142 5.5740
C 2.3960 -1.5483 -0.1189
C 4.7664 -2.2859 -2.9650
H 3.0774 -3.9055 -2.2508
H 2.1207 -0.2785 6.6786
H 0.7168 2.3368 3.5344
H -1.8305 -1.2329 -3.7607
H -1.5493 4.9385 -3.9753
N 1.1133 -0.3762 4.1348
N -1.7550 2.6212 -1.5627
N -2.6386 -1.9089 -1.0883
C 2.2910 0.5986 6.0530
C 1.1743 0.8178 5.0351
C -1.9863 4.3855 -3.1578
H 2.0906 -3.2266 2.9155
C -0.1461 0.9679 5.7841
C -4.0290 -0.3636 -2.4040
S -0.9816 0.4840 2.5611
H 2.3153 1.4704 6.7060
H 3.3793 0.6379 -1.7996
H 2.8534 -0.3476 -3.1727
H -0.9746 1.1370 5.1024
H 5.5834 -1.7711 -3.4697
*
```



Entry 2:
A 10-piece molecular cluster, C29H40Br8F3N3O6 overall in a non-equilibrium geometry, computed with ωB97M-V/def2-TZVPD.

The value obtained for the calculated total energy is -615950.4003 eV.

ORCA input file:
```
! RIJCOSX wB97M-V def2-TZVPD def2/J DEFGRID3
* xyz 1 2
C -1.1274 3.5368 -4.1559
H -6.7097 -0.5157 1.0158
H -2.2888 5.0637 -3.1492
Br 3.8292 2.0801 -0.7927
H 2.8628 -2.3372 -4.6869
H 0.2874 3.4239 5.5482
O 2.2944 -1.5077 -2.3331
H 1.9591 -3.6257 -0.9358
H -1.6983 -2.4594 -2.7346
C 1.0326 -3.8837 -0.4443
C -4.4988 -0.2581 1.0116
Br -0.7317 -0.0777 3.2255
H 1.0761 1.2968 -1.4169
H -0.3140 6.3649 -2.3938
C -1.3123 4.7079 -3.4431
N -4.9328 -0.1165 -3.6282
H -0.9810 -1.6595 5.2373
H -2.6556 -3.5772 -1.7299
C 0.1981 -2.9193 0.0497
H -3.0630 0.3735 -4.3157
C -3.7768 0.7961 -3.6086
H -1.3213 2.0812 0.4740
C 1.0513 -1.8925 4.4305
O -4.9843 -0.8842 -4.5890
H 2.1688 3.3181 -4.1036
Br -1.0413 -0.1123 -1.8524
C 3.4220 -1.4863 -4.2980
C 1.1866 3.6912 -3.8537
H 4.9705 2.0521 6.5262
C 3.5015 2.6374 5.0020
H -0.1748 0.8968 1.0100
Br 0.8946 3.2191 0.8634
F -2.1465 2.9545 -4.8296
H 1.9981 5.3735 -2.8789
C -0.3786 -5.6558 0.3847
H -0.2817 2.2656 -1.8443
O -2.6042 -4.2935 -4.7486
Br -6.3204 1.9189 1.5331
C 0.0320 1.4765 -1.1609
H 0.2012 2.0811 -4.8925
C 1.6679 2.6300 7.0029
Br 4.4785 -1.6334 1.8797
C -1.1496 -4.6741 1.0853
H -6.0441 0.3501 -0.4313
H 3.4396 1.1096 1.6136
H 1.5159 -1.1951 5.1275
H -3.4689 -2.8325 -3.1173
N -2.0470 -4.3115 -3.6157
O 2.4803 0.3965 -3.4576
C 4.2669 1.0771 0.9047
H 5.1224 1.5031 1.4290
H -0.8872 -2.6477 3.7787
H 0.4848 -1.8855 -0.0754
O -1.2500 -5.1280 -3.2049
F -2.3388 -5.0663 1.6635
H 1.8895 3.2819 3.6784
Br -4.0304 -2.0592 0.2674
C -0.2324 5.4757 -3.0012
C 0.1104 3.0144 -4.3567
F 4.3787 2.5581 3.9399
C 4.6328 -0.3629 0.3908
H 1.6644 -1.9074 3.5294
H -1.5629 -2.6108 1.3241
H -4.5531 -0.4919 2.0749
H 3.7381 -0.6974 -4.9805
H 4.3079 -1.8580 -3.7832
C -5.9320 0.1455 0.6335
H 0.9734 2.6452 7.8299
H -3.3942 0.9078 -2.5941
H -4.1100 1.7788 -3.9424
Br 1.4897 -3.6797 5.2260
H 1.3742 -5.9716 -0.8289
C 1.0656 4.9177 -3.1773
C -2.5106 -3.1863 -2.7370
H -3.7318 0.4862 0.7975
N 2.6445 -0.7729 -3.2771
C 3.9499 2.3282 6.3061
C -0.9034 -3.3145 0.8381
C 2.1731 3.0097 4.6843
C 1.3027 3.1117 5.7431
O -5.7533 -0.0854 -2.7738
H -0.6021 -6.6939 0.5814
H 3.9353 -0.8079 -0.3187
C -0.2930 1.7463 0.3374
C -0.4843 -1.7634 4.2726
C 0.7498 -5.2323 -0.3495
H 3.1885 2.0497 8.3268
H 5.6303 -0.3703 -0.0485
C 3.0008 2.3691 7.3124
*
```



Entry 3:
C29H40Cl2N9O11Y as an isolated structure in a non-equilibrium geometry, computed with ωB97M-V/def2-TZVPD.

For the energy above the lowest of the compared OMol25 structures with the same formula, charge and spin, the calculation gives 1.1 kcal/mol.

ORCA input file:
```
! RIJCOSX wB97M-V def2-TZVPD def2/J DEFGRID3
* xyz -2 1
O -1.5706 5.9624 3.3999
H -0.1080 -4.3501 0.9275
C 0.9552 -2.7597 -2.1528
H -2.1048 3.3985 -1.9053
N -1.2815 0.9191 -1.2936
O 1.5742 1.5425 -1.4962
C 1.0448 -2.1678 2.2389
H -0.4321 2.2841 -3.4206
C -1.2219 2.9236 -3.8128
H -1.5993 -1.2438 0.5297
C -1.2574 -1.7601 4.9084
C 0.0973 3.8943 0.2455
C -1.3180 4.7737 3.4785
Cl 4.9936 -1.9333 -2.6407
H -1.2825 -5.6670 2.7126
C 5.4653 -0.9539 -1.2847
H 1.6319 -1.9259 -5.1154
C -2.3441 0.7017 -1.9556
C -0.4186 -2.3903 1.7618
C -4.0867 1.1678 -4.8533
C -1.6762 -4.0450 4.0588
H -0.0376 -2.4918 -5.1218
Cl 8.9004 0.1677 0.4321
H -3.7208 2.0748 -5.3359
H 1.2959 5.0228 -1.0849
H 6.5539 1.2030 1.7172
H -1.3005 3.1030 4.4252
H 0.1376 -2.9784 4.2816
H -1.9909 -1.3577 -1.7829
H -4.9527 2.2337 -3.1958
H -2.5958 -3.6300 3.6253
H -0.5942 5.7112 1.0326
O 0.9803 -3.4375 -1.1225
H 0.5701 -1.1161 4.6908
N -2.5609 -1.4077 4.9629
C 4.8754 0.4532 0.6025
H 0.1581 -4.8831 3.3406
C 0.8148 -2.2656 -4.4781
C -0.3098 2.7685 2.0659
O 2.7629 1.1700 1.4929
C 0.4351 4.3478 -1.1058
N -0.4321 4.7317 1.1895
C 4.3982 -0.3432 -0.5039
N -0.6768 -1.6578 0.5309
O -0.0941 -0.0954 -3.9643
O -0.8790 1.6810 4.0977
N -0.8733 -3.0141 4.6958
H 4.5063 1.6695 2.3192
H -0.8043 3.9242 -3.9331
O 3.2106 -0.5139 -0.8101
C -0.3758 1.5651 2.9211
C 3.9846 1.1333 1.5013
N 0.6918 -1.4362 -2.2299
H -1.7836 -3.9082 1.2076
H -1.0701 -1.9423 2.5128
C -0.7783 -3.8799 1.6503
C -2.8198 -0.7235 -2.0909
C 6.7880 -0.7994 -1.0051
H -1.5208 2.5341 -4.7889
N 0.1773 2.6670 0.7937
C 0.4216 -1.1103 -3.5347
O 1.8576 -1.6871 1.4527
H 2.2126 -3.7279 -3.5923
N -0.3339 -0.8260 5.0633
H -3.1949 3.6336 -3.2581
H -5.0358 0.8903 -5.3209
C 1.1770 -3.3908 -3.5308
H -0.4223 4.8823 -1.5376
Y 1.0214 0.2462 0.0196
O 0.0420 0.4975 2.4489
H -2.8047 -0.4337 4.9832
C -0.7109 4.0565 2.3438
H 7.5326 -1.2811 -1.6248
H -0.5401 -2.2395 -0.2902
C -4.2673 1.3925 -3.3520
H -1.9641 -4.8010 4.7958
H -3.2801 -2.0963 4.8617
H 0.5346 -4.2688 -3.6233
C 7.1851 -0.0124 0.0910
H -0.9846 1.8915 -1.2368
O -1.5767 4.0743 4.5697
H -3.0739 -0.9651 -3.1229
H 1.1493 2.4354 -1.6462
C 6.2484 0.5957 0.8722
H -3.6929 -0.9225 -1.4627
C -0.8433 -4.6938 2.9474
H -4.7462 0.5243 -2.9006
H -3.3545 0.3806 -5.0383
O 1.2966 -2.5083 3.4487
N -3.0380 1.6733 -2.6471
C -2.4145 2.9751 -2.8652
H -0.5306 0.1649 4.8204
*
```



Entry 4:
C29H40CuN4O7S as an isolated structure in a non-equilibrium geometry, computed with ωB97M-V/def2-TZVPD.

For the energy above the lowest of the compared OMol25 structures with the same formula, charge and spin, the calculation gives 7.8 kcal/mol.

ORCA input file:
```
! RIJCOSX wB97M-V def2-TZVPD def2/J DEFGRID3
* xyz 0 2
H -1.6645 -4.5010 3.5431
C 6.7902 0.4020 -0.2187
C 6.8226 -0.6790 2.0041
N -1.9601 -0.9599 -1.0179
C -2.3707 -2.6005 2.8428
H 8.1973 -0.4583 -1.5886
H -2.3520 6.2241 -5.2858
H -5.5510 1.4065 2.3943
O 5.1886 2.6374 1.2001
H -1.3120 -1.1963 -0.2625
H -1.3782 -2.2908 2.4346
C 0.4639 0.4699 0.7040
C -5.8384 -1.2385 2.9831
C -1.5393 -1.7638 -2.1549
H -2.6660 0.7482 -1.7619
H 0.4660 -2.0958 -2.7164
H -2.4466 -1.9932 -4.0790
C -2.7376 -1.5403 -3.1434
C -1.7308 4.4081 -2.3699
H 6.5057 1.3108 -0.8050
C 6.3059 0.2424 1.0926
H 0.7989 6.7990 -2.3590
H 1.7460 0.7153 2.5879
H 8.5691 -3.6538 0.0904
C -0.0839 6.1961 -2.6853
H -6.6835 -1.8288 3.4284
C -1.4365 -3.2672 -1.7966
H 2.6434 -0.9449 0.1975
H 0.1917 -0.4609 -2.1469
C -2.3326 4.8357 -3.6133
C 7.7340 -0.5271 -0.6464
H -5.7920 -3.4727 4.2353
H -0.2683 7.3027 -4.4743
H 8.0979 -2.3002 2.2453
C 2.8348 -0.3543 1.1038
H 6.5277 -0.6783 3.0603
Cu -2.3556 1.6124 0.5474
C -6.0270 -0.5491 1.6198
O 0.7092 0.4808 -0.5260
C -3.7528 -4.1846 4.0180
O -0.6512 0.7718 1.2435
H 3.1846 1.5838 0.3530
H 3.3813 -0.9218 1.8291
C 1.5084 0.0237 1.7849
O -3.2178 2.5843 -2.2996
C 8.9136 -2.7493 -0.3673
H -7.0790 -0.2603 1.4929
H 10.0032 -2.7323 -0.2884
H -3.8754 -5.0930 4.5690
H -2.4147 -3.6684 -1.6089
H -5.4682 1.4230 0.5199
O 4.7467 0.8995 2.9833
H -1.0002 -3.8294 -2.6201
C -0.2273 -1.3259 -2.7519
C -2.5228 -3.8399 3.4396
N -1.8845 0.4098 -1.1639
C -2.3821 3.3174 -1.6716
H -5.6916 -0.4191 3.7862
C -4.6018 -2.0724 3.1242
H 8.6971 -2.8560 -1.4925
H -3.7422 -1.9798 -2.8698
O -3.8044 0.5736 1.4554
H -0.8168 -3.4267 -0.8808
C -1.8697 5.9212 -4.2944
N -3.3768 -1.7290 2.6331
C -4.7683 -3.2431 3.9100
C 7.7386 -1.5684 1.5323
O -2.0294 3.2268 -0.4375
H -3.5046 -0.3614 1.7811
N 3.6813 0.7683 0.7252
H -0.3316 -1.0055 -3.8271
C -5.2177 0.8350 1.4515
S 5.0043 1.2816 1.6216
H 1.0971 -0.8360 2.3671
C 8.0971 -1.6472 0.1635
H -0.9252 0.7517 -1.2822
H -5.7318 -1.1441 0.7832
H -2.8924 -0.4662 -3.3821
H 0.1036 4.6400 -1.1526
C -0.7040 6.5691 -3.8309
H -3.2242 4.3115 -4.0118
C -0.5147 5.0315 -1.9975
*
```



Entry 5:
A 2-piece molecular cluster, C29H40I2NO9P overall in a non-equilibrium geometry, computed with ωB97M-V/def2-TZVPD.

The value obtained for the calculated total energy is -76130.8140 eV. As for the SMILES: CCOCc1cc([C@H](I)CC)cc2c1C(=O)c1c(CCO)c(I)cc(CP(=O)(O)O)c1C2=O.COCCNCCOC.

ORCA input file:
```
! RIJCOSX wB97M-V def2-TZVPD def2/J DEFGRID3
* xyz 0 1
C 2.9204 4.4601 -0.4351
H -3.3348 -7.7543 2.5156
H 1.4283 6.0039 -1.8069
C 1.4220 4.9908 -2.2256
N 3.6021 5.2482 -3.5363
O -3.2124 0.1222 0.8340
H 7.5666 5.5027 -2.6144
C -1.5675 -1.5887 0.7813
O -6.0611 -2.1219 -1.9296
C 6.7018 5.1865 -2.0235
C -1.2784 -0.4224 -1.4935
H 1.0344 0.5164 0.6614
H -6.8237 -1.2665 0.1246
H 3.8810 4.1443 -0.8514
C 3.4791 -1.7208 1.5460
O -0.3092 0.5795 -1.7662
C -5.4523 -3.8704 2.9369
I -8.0306 -3.3071 1.5439
H -4.2102 -1.9963 -1.0061
H 2.9283 5.5417 -0.2823
O -1.4075 -2.7550 4.0627
H 0.9612 -1.7829 -1.4199
H 1.6764 5.5203 -4.2852
H 0.3761 4.7532 -2.4419
H 3.3600 6.9807 -2.3187
C -3.3225 -2.8386 2.6675
C 5.3566 6.8779 -3.0244
C -5.2169 -2.0501 1.3267
C -5.1287 -1.4196 -1.1176
H 2.7855 -0.8854 1.5088
H 2.2093 -3.8534 -0.8683
H 2.8078 3.9729 0.5339
H 1.9454 1.5065 -0.5021
H -2.9528 -4.2618 5.0818
O -3.7403 -7.1686 3.1702
H 5.9294 6.5231 -3.8855
H 3.2675 -1.7574 -0.6159
C -0.2113 1.5675 -0.7413
H -2.6033 -5.6819 1.4469
C 1.0436 1.4447 0.0936
O -1.9938 -5.6067 2.1916
C -3.8640 -1.9845 1.6976
C -3.5572 -4.7547 4.3351
H -4.8672 -0.4756 -1.5962
C 2.1847 4.8975 -3.5426
C 0.1980 -3.0622 1.6095
H 3.1415 -2.3672 2.3494
C 0.9269 -2.8360 0.4480
H -5.5955 -2.7999 -2.4220
H -5.5725 -0.0996 0.4988
C -0.8264 -1.3294 -0.3747
O 5.8011 6.2586 -1.8226
H -4.3919 -5.2117 4.8625
C 3.8755 6.6468 -3.2297
H 4.0749 4.6678 -2.8558
H -6.0744 -4.6204 3.4003
C 2.2666 -3.4644 0.1435
H 5.5341 7.9524 -2.9218
H 3.5288 7.2670 -4.0612
C -5.9904 -3.0178 1.9699
H -1.4147 -0.9976 -2.4060
C 0.4035 -1.9686 -0.5114
H -2.2155 0.0697 -1.2544
H 4.3363 -3.0271 0.0435
H 1.0300 2.2518 0.8228
I 2.6997 -5.2201 1.3121
H 6.2201 4.3371 -2.5199
C -2.9123 -1.0184 1.0607
H -1.0992 1.5871 -0.1108
O -1.5603 -6.6108 4.4597
C -4.1144 -3.7960 3.3075
O 1.8361 4.0499 -1.2507
H 2.1100 3.8651 -3.8933
C -5.7580 -1.1402 0.2620
H 0.5423 -3.7055 2.4025
H -0.1729 2.5293 -1.2471
C -1.0354 -2.4442 1.7539
C -1.8640 -2.6969 2.9581
P -2.6156 -6.0981 3.5904
C 3.4279 -2.4566 0.2011
H 7.0505 4.8654 -1.0435
H 4.4874 -1.3749 1.7389
*
```